{"formula": "C2HClFN", "method": "ωB97M-V/def2-TZVPD", "symbols": ["C", "C", "N", "F", "Cl", "H"], "coordinates": [[1.154, -1.366, -0.557], [-1.056, 1.670, -0.007], [1.066, -1.500, 0.580], [-0.426, 2.044, 1.123], [-2.229, 0.521, 0.420], [1.491, -1.369, -1.559]], "spin_multiplicity": 1, "lumo_energy_ev": -0.62, "de_lowest_kcal_mol": 61.41, "largest_force_ev_per_a": 1.67, "homo_energy_ev": -10.41}


{"formula": "C4H8N2O", "method": "ωB97M-V/def2-TZVPD", "symbols": ["C", "N", "C", "O", "N", "C", "C", "H", "H", "H", "H", "H", "H", "H", "H"], "coordinates": [[-1.383, -1.352, -0.113], [-0.714, -0.100, -0.029], [-1.377, 1.149, 0.006], [-0.746, 2.168, -0.083], [0.601, 0.023, -0.639], [1.772, -0.454, 0.195], [1.498, 1.020, -0.090], [-0.529, -2.052, 0.256], [-2.279, -1.200, 0.589], [-1.793, -1.648, -1.149], [-2.507, 1.111, 0.237], [2.551, -0.978, -0.361], [1.632, -0.718, 1.295], [1.121, 1.558, 0.723], [2.154, 1.473, -0.837]], "spin_multiplicity": 1, "lumo_energy_ev": 0.97, "smiles": "CN(C=O)N1CC1", "de_lowest_kcal_mol": 94.36, "largest_force_ev_per_a": 3.45, "homo_energy_ev": -8.49}


{"formula": "C3H8NO", "method": "ωB97M-V/def2-TZVPD", "symbols": ["C", "O", "H", "H", "H", "C", "C", "N", "H", "H", "H", "H", "H"], "coordinates": [[0.128, -0.275, 2.323], [-0.288, -1.177, 1.312], [1.185, -0.150, 2.507], [-0.496, -0.553, 3.193], [-0.249, 0.810, 2.158], [1.096, 0.153, -1.851], [-0.268, 0.425, -1.890], [-1.004, 0.370, -0.742], [1.694, 0.127, -0.950], [1.531, -0.128, -2.796], [-0.748, 0.176, -2.845], [-1.865, 0.856, -0.979], [-0.716, -0.632, 0.562]], "spin_multiplicity": 1, "lumo_energy_ev": 4.41, "charge": -1, "de_lowest_kcal_mol": 25.72, "largest_force_ev_per_a": 4.07, "homo_energy_ev": -1.99}


{"formula": "C3H6NOReS4", "method": "ωB97M-V/def2-TZVPD", "symbols": ["Re", "N", "C", "O", "C", "C", "H", "H", "H", "H", "H", "H", "S", "S", "S", "S"], "coordinates": [[-0.885, 0.215, -1.230], [2.873, -0.820, 0.210], [1.587, -0.706, -0.032], [1.182, -0.155, -1.098], [0.550, -1.184, 0.937], [-0.623, -0.182, 0.843], [3.539, -0.446, -0.450], [3.219, -1.239, 1.058], [0.935, -1.287, 1.952], [0.215, -2.174, 0.614], [-0.343, 0.745, 1.347], [-1.512, -0.580, 1.329], [-3.134, 0.145, -1.831], [-4.087, 1.918, -1.513], [-2.659, 3.226, -0.742], [-0.856, 2.524, -1.394]], "spin_multiplicity": 4, "lumo_energy_ev": [-5.40, -5.69], "charge": 1, "largest_force_ev_per_a": 1.83, "homo_energy_ev": [-11.21, -11.52]}


{"formula": "C2CuLiO4", "method": "ωB97M-V/def2-TZVPD", "symbols": ["O", "Li", "O", "O", "C", "C", "O", "Cu"], "coordinates": [[0.293, 1.265, -0.149], [-1.520, 0.769, -0.472], [1.571, 1.276, -1.996], [-0.662, 1.101, -2.127], [0.435, 1.302, -1.462], [-0.792, -0.998, 1.139], [-0.609, -1.381, 2.195], [1.284, -3.333, 2.873]], "spin_multiplicity": 3, "lumo_energy_ev": [-0.60, -2.83], "de_lowest_kcal_mol": 22.95, "largest_force_ev_per_a": 4.43, "homo_energy_ev": [-7.14, -9.94]}


{"formula": "C29H23FeNPS3", "method": "ωB97M-V/def2-TZVPD", "symbols": ["Fe", "S", "C", "S", "S", "C", "C", "C", "C", "C", "C", "P", "C", "C", "C", "C", "C", "C", "C", "C", "C", "C", "C", "C", "C", "C", "C", "C", "H", "H", "H", "H", "H", "H", "H", "H", "H", "H", "H", "H", "H", "H", "H", "H", "C", "C", "C", "C", "N", "C", "C", "H", "H", "H", "H", "H", "H", "H"], "coordinates": [[1.089, -0.102, -1.900], [3.389, -0.421, -2.371], [2.407, 0.872, -2.836], [2.300, 2.148, -1.523], [1.273, 0.816, -4.108], [5.337, 0.484, 2.445], [4.328, 1.412, 2.652], [3.096, 1.252, 2.032], [2.867, 0.166, 1.195], [3.891, -0.755, 0.981], [5.116, -0.602, 1.609], [1.272, -0.089, 0.359], [0.480, -1.428, 1.343], [-0.902, -1.609, 1.230], [-1.538, -2.658, 1.872], [-0.801, -3.555, 2.637], [0.568, -3.386, 2.757], [1.205, -2.328, 2.118], [0.238, 1.360, 0.827], [-0.388, 1.354, 2.048], [-1.437, 2.243, 2.357], [-1.908, 3.071, 1.390], [-1.283, 3.136, 0.119], [-1.818, 3.974, -0.888], [-1.210, 4.087, -2.099], [0.025, 3.449, -2.316], [0.580, 2.622, -1.372], [-0.124, 2.354, -0.142], [6.298, 0.611, 2.926], [4.498, 2.267, 3.293], [2.316, 1.986, 2.193], [3.733, -1.585, 0.303], [5.905, -1.322, 1.433], [-1.489, -0.910, 0.646], [-2.610, -2.774, 1.777], [-1.295, -4.376, 3.140], [1.149, -4.073, 3.358], [2.272, -2.201, 2.238], [-0.109, 0.605, 2.778], [-1.900, 2.216, 3.335], [-2.767, 3.705, 1.578], [-2.721, 4.533, -0.668], [-1.630, 4.724, -2.866], [0.578, 3.631, -3.227], [-4.702, -2.571, -2.615], [-3.339, -1.975, -2.410], [-3.100, -0.618, -2.593], [-1.829, -0.111, -2.394], [-0.806, -0.876, -2.002], [-1.026, -2.182, -1.817], [-2.261, -2.763, -2.020], [-5.387, -1.851, -3.058], [-5.121, -2.898, -1.662], [-4.647, -3.444, -3.265], [-3.896, 0.046, -2.903], [-1.607, 0.937, -2.554], [-0.177, -2.770, -1.492], [-2.380, -3.827, -1.864]], "spin_multiplicity": 2, "lumo_energy_ev": [-0.02, -0.06], "de_lowest_kcal_mol": 12.48, "largest_force_ev_per_a": 1.01, "homo_energy_ev": [-7.18, -6.89]}


Number 1: E_tot -691.49530 hartree. Number 2: E_tot -341.85327 hartree. Number 3: E_tot -249.04563 hartree. Number 4: E_tot -1918.67975 hartree. Number 5: E_tot -2025.09952 hartree. Number 6: E_tot -3973.27278 hartree.